Below is the ion C3H8N3 with charge +1 in a non-equilibrium geometry, with properties calculated with ωB97M-V with the def2-TZVPD basis set.

CARTESIAN COORDINATES (ANGSTROEM)
H 3.2912 0.1429 0.9862
N 3.1365 0.1203 -0.0946
N 1.9066 0.0587 -0.2990
C 0.6341 -0.0877 0.5848
C -0.8455 0.1752 0.1225
C -1.5811 -0.7644 -0.4609
N -1.1537 1.4446 0.3752
H 1.8468 -0.4137 -1.3051
H 1.0733 0.3704 1.4710
H 0.7042 -1.2318 0.6557
H -2.6039 -0.4631 -0.7869
H -1.1226 -1.7494 -0.6249
H -0.4270 2.1897 0.5250
H -2.0790 1.7834 0.2874

Output
SMILES	[H]/N=[NH+]\CC(=C)N
E_tot	-282.98086	Eh
gap between HOMO and LUMO	0.22856	Ha
total charge	+1
E_LUMO	-6.4	eV

Atom charges from the Löwdin analysis, given in e for atoms 1 to 6: number 1, H, carries 0.160; number 2, N, carries 0.234; number 3, N, carries -0.026; number 4, C, carries -0.018; number 5, C, carries -0.446; number 6, C, carries 0.065